{
  "formula": "C42H48BrN16O5",
  "method": "ωB97M-V with the def2-TZVPD basis set",
  "elements": ["O", "C", "N", "C", "C", "C", "C", "O", "O", "C", "C", "C", "Br", "C", "O", "C", "C", "C", "O", "H", "H", "H", "C", "C", "N", "H", "H", "H", "C", "C", "N", "H", "H", "H", "C", "C", "N", "H", "H", "H", "C", "C", "N", "H", "H", "H", "C", "C", "N", "H", "H", "H", "C", "C", "N", "H", "H", "H", "C", "C", "N", "H", "H", "H", "C", "C", "N", "H", "H", "H", "C", "C", "N", "H", "H", "H", "C", "C", "N", "H", "H", "H", "C", "C", "N", "H", "H", "H", "C", "C", "N", "H", "H", "H", "C", "C", "N", "H", "H", "H", "C", "C", "N", "H", "H", "H", "C", "C", "N", "H", "H", "H"],
  "positions_angstrom": [[4.534, -2.230, 0.525], [4.020, -1.710, -0.382], [3.457, -1.086, -1.297], [2.185, -0.628, -0.708], [2.065, 0.701, -0.138], [0.762, 1.135, 0.485], [0.779, 2.571, 1.029], [0.025, 3.475, 0.688], [1.807, 2.930, 1.983], [-0.445, 0.192, 0.552], [-0.327, -1.205, -0.074], [0.988, -1.582, -0.680], [1.374, -3.342, -1.490], [-1.557, -2.159, -0.053], [-1.685, -3.200, -0.685], [-2.784, -1.720, 0.836], [-2.902, -0.488, 1.411], [-1.759, 0.599, 1.229], [-1.993, 1.727, 1.696], [2.958, 1.369, -0.186], [-3.640, -2.438, 0.983], [-3.817, -0.259, 2.013], [7.877, -1.233, -2.009], [6.621, -0.614, -2.431], [5.633, -0.128, -2.760], [7.859, -2.314, -2.154], [8.725, -0.842, -2.575], [8.078, -1.049, -0.951], [-4.493, 4.224, 1.012], [-4.988, 2.883, 1.291], [-5.369, 1.827, 1.511], [-3.542, 4.196, 0.477], [-5.194, 4.792, 0.398], [-4.332, 4.793, 1.930], [-3.417, 0.422, 5.491], [-4.384, -0.410, 4.780], [-5.142, -1.065, 4.217], [-2.448, -0.073, 5.572], [-3.256, 1.372, 4.978], [-3.754, 0.650, 6.504], [-5.109, 2.186, -2.529], [-3.938, 1.312, -2.561], [-3.018, 0.625, -2.587], [-5.508, 2.360, -3.531], [-5.916, 1.757, -1.932], [-4.870, 3.161, -2.099], [2.315, 4.425, 5.062], [1.902, 4.182, 6.443], [1.579, 3.991, 7.529], [1.467, 4.688, 4.429], [3.035, 5.244, 4.999], [2.786, 3.545, 4.622], [2.444, 1.025, 8.114], [1.901, -0.303, 8.393], [1.475, -1.346, 8.613], [3.397, 0.965, 7.586], [1.767, 1.613, 7.496], [2.616, 1.589, 9.032], [-0.226, 4.305, -2.830], [-1.625, 4.470, -2.476], [-2.721, 4.600, -2.173], [-0.108, 3.902, -3.838], [0.310, 5.255, -2.796], [0.280, 3.621, -2.145], [-8.710, 4.378, -0.542], [-7.816, 5.506, -0.792], [-7.112, 6.393, -0.988], [-9.744, 4.706, -0.420], [-8.690, 3.662, -1.365], [-8.429, 3.839, 0.366], [3.059, 6.847, 1.521], [2.504, 5.525, 1.809], [2.065, 4.474, 2.038], [4.010, 6.777, 0.986], [2.380, 7.439, 0.904], [3.242, 7.412, 2.438], [6.017, -2.983, -5.504], [7.218, -3.814, -5.525], [8.163, -4.467, -5.542], [5.631, -2.808, -6.509], [5.216, -3.448, -4.927], [6.212, -2.006, -5.057], [7.011, -3.230, 3.280], [7.612, -2.235, 2.395], [8.081, -1.454, 1.697], [6.443, -2.758, 4.083], [6.326, -3.884, 2.737], [7.769, -3.862, 3.744], [5.469, -1.743, -9.877], [4.744, -2.657, -8.998], [4.174, -3.374, -8.307], [6.046, -2.285, -10.629], [4.789, -1.074, -10.407], [6.168, -1.120, -9.317], [-3.214, -6.863, 0.146], [-3.825, -5.825, 0.959], [-4.307, -5.000, 1.591], [-3.107, -7.799, 0.696], [-3.806, -7.077, -0.746], [-2.219, -6.566, -0.189], [-7.275, -3.470, 0.595], [-8.244, -4.299, -0.118], [-9.006, -4.951, -0.679], [-6.308, -3.968, 0.686], [-7.104, -2.522, 0.082], [-7.614, -3.235, 1.605], [-1.222, -5.206, -3.909], [-0.839, -6.323, -3.046], [-0.539, -7.204, -2.373], [-0.899, -4.247, -3.495], [-0.777, -5.297, -4.901], [-2.304, -5.153, -4.042]],
  "mulliken_charge": [-0.511, 0.743, -0.517, -0.060, -0.474, 0.687, -0.249, -0.583, -0.160, -0.368, 0.312, -0.134, -0.205, 0.431, -0.516, -0.551, -0.303, 0.970, -0.750, 0.413, 0.238, 0.417, -0.792, 0.434, -0.430, 0.265, 0.323, 0.253, -0.320, 0.443, -0.469, -0.001, -0.015, 0.363, -0.813, 0.485, -0.416, 0.263, 0.205, 0.333, -0.638, 0.351, -0.391, 0.337, 0.245, 0.110, -0.674, 0.354, -0.493, 0.255, 0.291, 0.285, -0.600, 0.300, -0.382, 0.278, 0.087, 0.278, -0.684, 0.455, -0.420, 0.305, 0.292, 0.068, -0.789, 0.389, -0.416, 0.314, 0.246, 0.266, -1.060, 0.406, -0.130, 0.268, 0.280, 0.276, -0.259, 0.413, -0.439, -0.172, 0.270, 0.136, -0.794, 0.406, -0.426, 0.262, 0.247, 0.309, -0.790, 0.397, -0.394, 0.266, 0.268, 0.287, -0.698, 0.428, -0.465, 0.321, 0.252, 0.133, -0.289, 0.284, -0.391, -0.109, 0.234, 0.277, -0.607, 0.410, -0.481, 0.140, 0.312, 0.266],
  "gap_ev": 3.887,
  "energy_ev": -148442.90565,
  "charge": -1,
  "e_homo_ev": -2.213
}